ORCA calculation (ωB97M-V/def2-TZVPD) on C28H78Br2O17S2 as an isolated structure in a non-equilibrium geometry.

Output
**Max |F|**: 6.61 eV Å⁻¹
**Spin multiplicity**: 1
**Charge**: 0
**HOMO-LUMO gap**: 9.1 eV

Each line ends with the Löwdin charge.
Geometry (Å):
C  -1.16  1.98  -0.80  -0.1035
C  -0.98  0.51  -0.29  -0.6560
Br  -2.10  -0.86  -1.17  0.6604
C  -0.10  0.16  0.72  -0.7529
Br  0.02  -1.75  1.19  0.7465
O  0.73  1.04  1.46  -0.3257
S  1.93  1.72  0.48  0.9735
O  2.13  3.08  1.04  -0.3581
O  3.42  0.94  0.69  -0.4521
S  4.35  0.93  -0.70  0.6660
C  3.65  1.93  -2.05  -0.1497
O  5.74  1.42  -0.48  -0.3154
O  4.41  -0.49  -1.17  -0.3297
H  -0.44  2.09  -1.67  0.0656
H  -2.17  2.20  -1.20  0.0826
H  -0.83  2.73  -0.03  0.0714
H  4.16  1.58  -3.01  0.0829
H  2.55  1.78  -2.22  0.0422
H  3.87  3.02  -1.97  0.0917
C  -2.18  -4.52  4.90  -0.0845
C  -2.17  -4.71  3.40  -0.3106
O  -1.09  -3.98  2.81  -0.1849
H  -2.28  -3.46  5.15  0.0771
H  -3.00  -5.07  5.36  0.0586
H  -1.24  -4.86  5.34  0.0744
H  -3.10  -4.35  2.96  0.1191
H  -2.05  -5.76  3.14  0.0856
H  -0.27  -4.31  3.19  0.0723
C  -3.07  -9.11  5.35  -0.0907
C  -4.05  -8.05  4.89  -0.2979
O  -3.51  -7.31  3.80  -0.1052
H  -2.12  -8.65  5.65  0.0736
H  -3.47  -9.68  6.19  0.0705
H  -2.84  -9.80  4.53  0.0748
H  -4.26  -7.35  5.70  0.0978
H  -5.00  -8.51  4.58  0.0985
H  -3.34  -7.93  3.08  0.0856
C  -0.91  3.87  4.84  -0.0875
C  -1.94  3.17  3.98  -0.3103
O  -1.60  3.27  2.60  -0.0940
H  -0.83  4.93  4.57  0.0783
H  -1.17  3.81  5.90  0.0555
H  0.08  3.43  4.70  0.0735
H  -2.92  3.63  4.11  0.1068
H  -2.01  2.11  4.25  0.1101
H  -0.74  2.86  2.47  0.0449
C  -3.51  7.16  7.22  -0.0868
C  -3.50  5.67  7.47  -0.3135
O  -2.17  5.20  7.65  -0.0989
H  -2.91  7.41  6.33  0.0764
H  -4.53  7.53  7.07  0.0733
H  -3.06  7.70  8.06  0.0580
H  -3.93  5.14  6.61  0.1073
H  -4.09  5.42  8.36  0.1084
H  -1.80  5.67  8.41  0.0459
C  -8.14  -8.28  1.38  -0.0939
C  -6.92  -8.64  2.20  -0.3322
O  -7.07  -9.94  2.77  -0.0878
H  -9.04  -8.30  2.01  0.0772
H  -8.04  -7.28  0.95  0.0746
H  -8.30  -9.00  0.58  0.0720
H  -6.78  -7.93  3.01  0.1057
H  -6.02  -8.63  1.57  0.1078
H  -7.18  -10.56  2.04  0.0780
C  3.78  -1.15  -6.38  -0.0812
C  4.42  -0.38  -5.25  -0.2928
O  3.44  0.38  -4.54  -0.1245
H  3.28  -0.47  -7.07  0.0662
H  4.52  -1.73  -6.93  0.0770
H  3.02  -1.84  -6.00  0.0745
H  5.17  0.32  -5.64  0.1144
H  4.92  -1.06  -4.55  0.1147
H  2.79  -0.24  -4.19  0.0787
C  -1.53  8.44  11.26  -0.0893
C  -1.70  6.96  11.58  -0.3062
O  -1.27  6.16  10.48  -0.0919
H  -2.12  8.70  10.37  0.0664
H  -1.86  9.06  12.09  0.0758
H  -0.49  8.67  11.03  0.0750
H  -2.74  6.73  11.78  0.1143
H  -1.11  6.69  12.46  0.1099
H  -0.35  6.36  10.31  0.0904
C  -0.54  2.35  -5.24  -0.0820
C  0.69  1.95  -4.45  -0.3269
O  0.52  0.64  -3.90  -0.1009
H  -1.43  2.33  -4.61  0.0732
H  -0.43  3.35  -5.66  0.0692
H  -0.72  1.64  -6.06  0.0774
H  0.85  2.65  -3.62  0.1012
H  1.58  1.96  -5.08  0.0884
H  0.38  0.04  -4.64  0.0857
C  0.79  4.51  -8.91  -0.0857
C  2.02  4.11  -8.11  -0.3170
O  1.85  2.80  -7.57  -0.0980
H  -0.10  4.50  -8.28  0.0705
H  0.91  5.52  -9.32  0.0749
H  0.62  3.82  -9.73  0.0742
H  2.18  4.79  -7.28  0.1148
H  2.91  4.11  -8.75  0.0907
H  1.72  2.20  -8.31  0.0730
C  5.38  1.76  -11.17  -0.0980
C  3.96  1.94  -10.66  -0.3147
O  3.87  1.54  -9.29  -0.0932
H  5.69  0.71  -11.08  0.0820
H  5.46  2.06  -12.22  0.0786
H  6.08  2.35  -10.58  0.0722
H  3.27  1.33  -11.24  0.1150
H  3.65  2.99  -10.74  0.1012
H  4.47  2.08  -8.79  0.0862
C  -3.83  -5.80  9.06  -0.0920
C  -3.96  -7.27  9.38  -0.3133
O  -3.55  -8.07  8.28  -0.0969
H  -4.43  -5.54  8.18  0.0722
H  -4.15  -5.18  9.90  0.0736
H  -2.79  -5.55  8.81  0.0726
H  -5.00  -7.52  9.60  0.1128
H  -3.35  -7.53  10.25  0.1081
H  -2.63  -7.85  8.09  0.0791
C  10.14  1.30  -12.42  -0.0932
C  8.73  1.49  -11.91  -0.3410
O  8.64  1.08  -10.54  -0.0900
H  10.45  0.26  -12.34  0.0777
H  10.21  1.61  -13.47  0.0742
H  10.85  1.90  -11.84  0.0730
H  8.03  0.88  -12.48  0.1081
H  8.42  2.53  -11.98  0.1068
H  9.25  1.63  -10.04  0.0816